{"formula": "C22H31N7O2Rh", "method": "ωB97M-V/def2-TZVPD", "symbols": ["Rh", "O", "O", "N", "N", "N", "N", "N", "N", "N", "C", "C", "C", "C", "C", "C", "C", "C", "C", "C", "C", "C", "C", "C", "C", "C", "C", "C", "C", "C", "C", "C", "H", "H", "H", "H", "H", "H", "H", "H", "H", "H", "H", "H", "H", "H", "H", "H", "H", "H", "H", "H", "H", "H", "H", "H", "H", "H", "H", "H", "H", "H", "H"], "coordinates": [[0.64671, 0.89822, 0.52071], [-1.54604, -4.84864, -1.47492], [-4.97838, -3.39364, -0.29249], [-2.80558, -3.92173, 0.15915], [0.70432, -1.53234, 0.72342], [2.54703, 1.22744, -0.08263], [-1.31308, 0.94902, 0.25468], [0.55795, 0.52761, -1.37833], [1.05339, 3.29865, 0.80766], [0.09400, 1.26592, 2.61682], [-0.79640, 0.22043, -3.28497], [-0.67653, 0.43865, -1.91905], [-1.38329, 1.03928, 2.68189], [-0.40169, -3.55358, 0.13033], [0.78279, -4.26362, 0.30104], [4.21362, 1.04354, -1.89589], [3.27074, 2.11876, 0.78173], [-3.17445, 0.59601, -1.34288], [2.52662, 3.47132, 0.78591], [-4.05385, -4.43613, -0.36655], [0.35607, 3.66008, 2.05080], [-1.74817, 0.66545, -0.93999], [-2.10457, 1.40790, 1.38054], [2.84970, 0.94338, -1.32071], [-0.39824, -2.18709, 0.35497], [0.35498, 0.14009, -4.06084], [1.69045, 0.54787, -2.11445], [1.83845, -2.20958, 0.90440], [1.91675, -3.57998, 0.71625], [-1.63043, -4.19478, -0.45871], [0.53052, 2.58993, 3.10877], [1.60416, 0.32652, -3.48394], [0.81033, -5.32897, 0.11407], [-1.30132, -1.60812, 0.21644], [-2.85766, -3.41355, 1.02741], [-2.24530, 2.48912, 1.30194], [0.51626, 0.58283, 3.24214], [2.49865, 0.32799, -4.09118], [4.30123, 2.28063, 0.45642], [-1.54287, -0.02187, 2.87699], [1.58296, 2.52343, 3.38937], [2.85032, -4.09912, 0.87739], [0.63494, 3.80450, 0.03461], [-5.88437, -3.71346, -0.34770], [-0.03287, 2.87468, 4.00118], [-3.83477, -4.75760, -1.39318], [-3.37579, -0.35159, -1.84655], [-0.69999, 3.79922, 1.82460], [-1.77143, 0.13516, -3.74312], [4.40967, 0.19636, -2.55308], [4.97837, 1.06567, -1.12483], [2.80726, 4.01563, -0.11583], [4.31160, 1.94524, -2.50818], [0.73048, 4.60813, 2.44852], [-1.82339, 1.60220, 3.50796], [3.30012, 1.69683, 1.78832], [-3.10102, 0.96060, 1.39770], [-3.85107, 0.69813, -0.50100], [-4.38440, -5.32904, 0.17939], [0.27357, -0.02691, -5.12597], [2.86425, 4.03794, 1.65571], [-3.39998, 1.39165, -2.05850], [2.70868, -1.64066, 1.20625]], "lowdin_charge": [1.242, 0.119, -0.028, 0.098, 0.021, -0.072, -0.062, -0.001, -0.042, -0.127, 0.074, -0.160, -0.132, -0.078, 0.068, 0.035, -0.159, 0.043, -0.119, -0.237, -0.161, -0.223, -0.144, -0.200, -0.076, 0.046, -0.153, -0.104, 0.011, -0.453, -0.156, 0.074, 0.151, 0.107, 0.146, 0.132, 0.137, 0.143, 0.130, 0.132, 0.130, 0.133, 0.140, 0.108, 0.145, 0.133, 0.119, 0.118, 0.143, 0.114, 0.100, 0.141, 0.128, 0.150, 0.143, 0.124, 0.135, 0.092, 0.147, 0.146, 0.143, 0.126, 0.118], "homo_energy_ev": -16.604, "relative_energy_kj_mol": 121.3, "e_tot_ev": -40826.315, "charge": 3, "orbital_gap_ev": 5.81}


{"formula": "C22H32BMoN7", "method": "ωB97M-V/def2-TZVPD", "symbols": ["Mo", "N", "N", "N", "N", "N", "N", "N", "C", "C", "C", "C", "C", "C", "C", "C", "C", "C", "C", "C", "C", "C", "C", "C", "C", "C", "C", "C", "C", "C", "B", "H", "H", "H", "H", "H", "H", "H", "H", "H", "H", "H", "H", "H", "H", "H", "H", "H", "H", "H", "H", "H", "H", "H", "H", "H", "H", "H", "H", "H", "H", "H", "H"], "coordinates": [[0.35666, 0.81515, -0.25386], [3.36668, -0.10783, -0.90493], [-1.16120, -0.55761, -0.19148], [1.14766, 1.60181, -2.08454], [2.22302, 2.26113, 0.43881], [3.44155, 2.31064, -0.21111], [2.48994, 1.67560, -2.45186], [2.12682, -0.46025, -0.36016], [4.25196, 3.23245, 0.36815], [-3.06651, -0.86977, 1.40439], [-4.99434, -1.37613, 2.91696], [2.29502, 3.16375, 1.44607], [3.54674, 3.80243, 1.44592], [0.41123, 1.98307, -3.17429], [-0.82385, 2.35224, 0.23894], [1.27454, 2.21007, -4.23841], [-2.61397, -2.30856, -1.22806], [-0.30913, -2.53083, 4.24852], [2.22577, -1.77934, -0.00474], [-1.67979, -0.89258, 1.08831], [-1.26264, -1.93233, 3.26017], [-3.52816, -1.39381, 2.60713], [2.57095, 2.01682, -3.75164], [-2.62989, -1.93015, 3.52969], [-1.79958, -1.01348, -1.45598], [4.18136, -1.17754, -0.89940], [-0.67929, -1.32002, -2.46388], [3.50180, -2.24888, -0.32163], [-2.73723, 0.07444, -2.01276], [-0.79343, -1.33308, 2.09240], [3.59602, 1.34312, -1.41325], [3.51155, 2.12503, -4.25328], [-5.57146, -0.91144, 2.10697], [-5.19654, -0.83504, 3.85046], [-3.58062, 0.25459, -1.32986], [-2.92252, -2.67621, -2.21778], [-3.50691, -2.16898, -0.59910], [-0.10949, -0.42376, -2.77363], [0.72039, -2.45827, 3.89034], [0.29483, -1.37137, 1.92115], [-3.14757, -0.25021, -2.98085], [0.08689, 1.23972, 1.35388], [0.03430, -2.04637, -2.05479], [5.26812, 3.41483, 0.00391], [-1.16301, 2.77842, -0.71976], [3.88274, -3.24218, -0.14166], [-0.36735, -1.99917, 5.20583], [-0.38419, 3.18281, 0.78541], [-0.66661, 2.07261, -3.10698], [-1.99819, -3.09228, -0.77409], [0.99171, 2.48472, -5.23937], [1.46551, 3.30419, 2.11585], [-1.72395, 1.97897, 0.72346], [-3.01292, -2.33534, 4.47125], [-2.20114, 1.01861, -2.20403], [1.39657, -2.30915, 0.43769], [4.68662, 1.45307, -1.91119], [-1.13024, -1.78173, -3.34632], [-0.51563, -3.58714, 4.46912], [-5.37047, -2.39322, 3.07368], [-3.80576, -0.45575, 0.70339], [3.90479, 4.56106, 2.14372], [5.20183, -1.14151, -1.26691]], "lowdin_spin": [0.997, 0.004, 0.216, 0.002, 0.001, 0.001, 0.002, 0.002, 0.001, 0.086, 0.000, 0.000, 0.000, 0.010, 0.019, 0.004, 0.011, -0.001, 0.006, 0.145, 0.027, 0.031, 0.004, 0.246, 0.024, 0.007, 0.008, 0.002, 0.012, 0.096, 0.001, 0.000, 0.000, 0.000, 0.000, 0.000, 0.002, 0.002, 0.000, 0.003, 0.001, -0.020, 0.000, 0.000, 0.020, 0.000, 0.000, 0.000, 0.001, 0.000, 0.000, 0.000, 0.011, 0.009, 0.001, 0.000, 0.000, 0.002, -0.001, 0.001, 0.002, 0.000, 0.000], "spin_multiplicity": 3, "homo_energy_ev": [-14.535, -14.533], "e_tot_ev": -36279.650, "charge": 2, "orbital_gap_ev": [6.66, 4.78], "s2": 2.04}


{"formula": "C22H32Cl51NSi", "method": "ωB97M-V/def2-TZVPD", "symbols": ["Cl", "Cl", "Cl", "Cl", "Cl", "Cl", "Cl", "Cl", "Cl", "Cl", "Cl", "Cl", "Cl", "Cl", "Cl", "Cl", "Cl", "Cl", "Cl", "Cl", "Cl", "Cl", "Cl", "Cl", "Cl", "Cl", "Cl", "Cl", "Cl", "Cl", "Cl", "Cl", "Cl", "Cl", "Cl", "Cl", "Cl", "Cl", "Cl", "Cl", "Cl", "Cl", "Cl", "Cl", "Cl", "Cl", "Cl", "Cl", "Cl", "Cl", "Cl", "Si", "N", "C", "C", "C", "C", "C", "C", "C", "C", "C", "C", "C", "C", "C", "C", "C", "C", "C", "C", "C", "C", "C", "C", "H", "H", "H", "H", "H", "H", "H", "H", "H", "H", "H", "H", "H", "H", "H", "H", "H", "H", "H", "H", "H", "H", "H", "H", "H", "H", "H", "H", "H", "H", "H", "H"], "coordinates": [[6.85631, -7.44909, -2.36208], [4.07162, -0.62536, -0.35158], [9.36095, -5.96788, -2.49048], [7.64281, -2.36887, 4.18400], [-12.15545, 4.52346, 4.04435], [9.26820, -2.19264, 10.56273], [3.82167, 0.43373, 4.95148], [-3.10570, -3.51445, -8.37863], [-2.23036, 12.96098, 1.00607], [9.40834, -4.95783, 9.65843], [-12.81419, 3.43623, 1.42373], [-9.40778, 1.24822, 1.18289], [-2.51110, 0.59745, -4.56577], [-4.61243, -1.67140, -6.33872], [-1.08131, -7.96303, -3.90221], [-1.79232, 6.05793, 1.93899], [8.28982, 0.26785, 5.23896], [2.86295, -1.49350, 2.98922], [-1.37553, 12.21581, -1.67683], [-2.24189, -0.98434, -2.13487], [9.32164, -8.67121, -1.40681], [-6.98288, 0.02114, -6.34939], [1.36013, -0.69384, -1.41324], [-3.78686, -8.47173, -4.85362], [0.25631, -4.39368, -3.79119], [2.72164, -5.61580, -2.83592], [2.76095, -2.91248, -3.91959], [5.37295, -0.08527, 2.54147], [11.11070, 2.09748, 6.02198], [-5.19510, 0.00414, -8.64886], [-2.87737, 10.32427, -0.04888], [9.68878, -2.78272, 7.74160], [-5.41265, 3.54377, -2.62866], [11.67262, 0.00013, 7.96339], [-8.59569, -1.39741, 0.27460], [-5.82358, 6.42729, -2.65038], [-0.40897, 8.23604, 0.58768], [-11.64085, 1.71658, 3.46090], [-0.53654, -1.53945, -4.43000], [-1.38131, -5.74045, -7.63362], [11.92279, -0.54815, 5.11369], [4.05852, -4.30779, 1.35917], [-2.80570, -5.73703, -4.64722], [3.31007, 1.16671, -2.51773], [-2.02643, 6.36296, -0.94825], [-6.35900, 4.89812, -0.22992], [-8.84586, -0.84913, 3.12430], [3.02435, -7.02872, 1.46410], [-4.08686, -6.24914, -8.58503], [5.85869, -6.56573, 0.97849], [9.14465, -0.47732, 2.55606], [-2.20452, 2.14489, 0.56632], [-5.09704, 0.47524, 0.60685], [-5.30105, -0.13307, -6.88545], [-1.68328, 11.63326, -0.03197], [1.81737, -4.10146, -3.00549], [-2.66823, -5.19651, -8.72339], [-4.95584, 1.79827, 1.34071], [12.10376, 0.67507, 6.38281], [-3.98179, 2.89088, 0.53348], [-1.85579, 7.21318, 0.59695], [4.21714, -5.95185, 0.71761], [4.29474, -0.78856, 3.75905], [-2.14158, -1.00407, -3.90384], [8.41737, -7.15686, -1.57638], [-8.41472, -0.17419, 1.54372], [0.96710, 1.45887, 1.23004], [0.59511, 2.61988, 0.08810], [-6.39291, 4.87993, -2.00139], [-0.78215, 3.46429, 0.51982], [8.83690, -1.05988, 4.20092], [10.00734, -3.30992, 9.40301], [-2.36823, -7.41910, -4.99198], [3.06978, -0.43571, -1.80072], [-12.71425, 3.09374, 3.15934], [-6.06270, 2.23285, 1.43540], [1.49027, 3.35662, -0.07213], [-4.34390, -0.20358, 0.85384], [-4.72204, 0.68065, -6.44131], [-4.41105, 2.93313, -0.56951], [-2.29679, -5.25231, -9.74983], [0.31040, 2.01235, -0.88698], [-2.73000, 7.85441, 0.73558], [9.77232, -1.45226, 4.60795], [-1.99900, 1.21969, -0.57492], [-0.57866, 3.92485, 1.60227], [11.08846, -3.30769, 9.56372], [0.47520, 1.72255, 2.28482], [-13.71415, 2.83595, 3.51764], [-0.95055, 4.30343, -0.29228], [13.15124, 0.98554, 6.41503], [4.83419, -1.58512, 4.27782], [-1.99679, -7.47490, -6.01842], [0.64436, 0.37933, 0.86006], [8.23022, -6.75384, -0.57778], [1.63022, -3.69843, -2.00689], [-7.42626, 4.73024, -2.32454], [-4.04165, 3.95687, 1.06438], [-0.74786, 11.24087, 0.37506], [-5.14380, 0.64298, -0.43770], [3.37489, -1.18920, -2.53135], [4.02780, -5.92139, -0.35843], [-4.51352, 1.68300, 2.44103], [-7.36724, 0.13628, 1.57594], [-2.08949, 1.30119, 1.78376], [-2.88240, -1.71270, -4.28290], [2.14930, 1.51738, 1.37377]], "lowdin_charge": [0.496, 0.498, 0.518, 0.526, 0.513, 0.517, 0.526, 0.501, 0.524, 0.522, 0.510, 0.479, 0.534, 0.507, 0.519, 0.581, 0.509, 0.503, 0.525, 0.522, 0.519, 0.528, 0.538, 0.525, 0.480, 0.553, 0.578, 0.479, 0.518, 0.527, 0.535, 0.489, 0.547, 0.510, 0.513, 0.520, 0.526, 0.488, 0.494, 0.551, 0.568, 0.502, 0.477, 0.538, 0.559, 0.565, 0.510, 0.527, 0.533, 0.529, 0.520, 0.621, -0.050, -1.524, -1.533, -1.485, -1.495, -0.341, -1.494, -0.381, -1.507, -1.532, -1.523, -1.513, -1.555, -1.535, -0.188, -0.311, -1.492, -0.394, -1.563, -1.540, -1.563, -1.522, -1.531, 0.094, 0.104, 0.067, -0.016, -0.024, 0.020, 0.063, -0.035, -0.078, -0.073, 0.036, 0.019, 0.079, 0.017, 0.003, 0.020, -0.012, -0.058, 0.028, -0.024, 0.010, 0.021, 0.057, -0.002, 0.084, -0.086, -0.039, 0.117, -0.030, -0.024, -0.033, 0.070], "homo_energy_ev": -9.224, "e_tot_ev": -671340.401, "charge": 0, "orbital_gap_ev": 9.42}